Density functional theory data (the ωB97M-V functional and the def2-TZVPD basis) for the ion C6H12N5 with charge +1.

The geometry in XYZ format:
```
23
C6H12N5 the ωB97M-V functional and the def2-TZVPD basis
C 3.1025 0.4636 0.9657
N 2.2620 0.0490 -0.2150
C 2.1431 1.1457 -1.3028
C 1.6552 -1.0814 -0.3196
C 0.8996 -2.0912 -0.2968
C -0.5177 -2.2713 0.0552
N -1.3953 -1.3890 0.2188
N -1.4690 -0.1148 0.1471
C -2.6562 0.3997 0.3245
N -2.6378 1.7112 0.6656
N -3.9009 -0.0829 -0.0223
H 2.8396 -0.1821 1.8311
H 4.1936 0.3870 0.8395
H 2.7145 1.4951 1.2463
H 1.1425 1.5196 -1.4848
H 2.7897 1.9689 -1.0717
H 2.4888 0.7677 -2.2199
H 1.2029 -3.0547 -0.8596
H -0.9357 -3.3095 0.1576
H -1.6675 2.0329 0.9100
H -3.4565 2.1161 0.9524
H -3.9895 -0.9412 -0.4516
H -4.8080 0.4616 -0.0698
```

Properties
2S+1: 1
Frontier orbital gap (eV): 8.03
Total charge: +1
Maximum force (hartree/bohr): 0.0861
SMILES: C[N+](C)=C=C/C=N\N=C(N)N